Below is 5 unconnected molecules or ions with the total composition C30H30F4N4O15, with properties calculated with wB97M-V/def2-TZVPD.

Last column: Mulliken charge in e.
Cartesian coordinates (Å):
1 N 4.13 -2.15 -1.54  -0.5761
2 C 4.19 -2.53 -0.07  -0.6587
3 C 4.27 -1.25 0.90  -0.6906
4 C 3.09 -0.20 0.72  0.6926
5 C 3.36 1.35 0.59  0.4350
6 C 4.83 2.01 0.62  -0.8559
7 C 5.17 2.81 -0.76  0.1725
8 C 5.91 1.91 -1.85  0.1409
9 N 5.54 0.51 -2.11  -0.4957
10 O 6.84 2.45 -2.51  -0.5500
11 C 2.17 2.39 0.45  -0.4975
12 C 0.70 1.96 0.43  -0.5881
13 C 0.44 0.43 0.53  0.2454
14 C 1.57 -0.60 0.69  0.5054
15 C 1.09 -2.14 0.83  0.0187
16 C 0.89 -2.87 -0.48  -0.2675
17 C 0.44 -4.35 -0.47  -0.4667
18 C 0.20 -4.84 0.97  -0.3561
19 C 0.43 -3.89 2.13  -0.1969
20 N 0.89 -2.54 2.18  -0.5599
21 C -1.14 0.30 0.44  0.3946
22 O -1.90 -0.68 0.28  -0.6306
23 N -1.65 1.69 0.51  -0.0054
24 C -0.66 2.78 0.32  0.1840
25 O -0.86 4.00 0.17  -0.5882
26 H 5.13 -1.94 -1.77  0.2222
27 H 3.99 -3.07 -2.01  0.2768
28 H 3.40 -3.30 0.22  0.2448
29 H 5.21 -3.07 0.05  0.4732
30 H 5.26 -0.72 0.65  0.0859
31 H 4.38 -1.56 2.01  0.4163
32 H 5.65 1.30 0.94  0.2760
33 H 4.78 2.83 1.43  0.3985
34 H 5.87 3.66 -0.47  0.3212
35 H 4.19 3.28 -1.14  -0.1121
36 H 4.53 0.41 -1.91  0.3222
37 H 6.10 -0.04 -1.43  0.3437
38 H 2.39 3.52 0.39  0.3844
39 H 1.10 -2.35 -1.47  0.3687
40 H 0.28 -5.02 -1.37  0.3833
41 H -0.15 -5.91 1.16  0.3458
42 H 0.19 -4.33 3.17  0.3548
43 H -2.57 1.84 0.06  0.2082
44 O -2.35 -3.95 4.13  -0.5138
45 C -3.09 -3.04 3.92  0.5557
46 O -2.73 -1.73 4.02  -0.3036
47 C -3.84 -0.97 3.56  -0.2868
48 C -4.98 -1.91 3.77  0.2930
49 F -5.95 -1.72 2.84  -0.3040
50 O -4.39 -3.18 3.56  -0.1841
51 H -3.70 -0.71 2.51  0.1493
52 H -3.95 -0.05 4.14  0.2807
53 H -5.42 -1.87 4.77  0.2984
54 O -8.64 -7.83 1.08  -0.5073
55 C -7.65 -7.19 1.28  0.6158
56 O -7.39 -6.52 2.43  -0.3128
57 C -6.07 -6.01 2.32  -0.0362
58 C -5.87 -5.96 0.84  0.3171
59 F -4.57 -6.17 0.51  -0.2759
60 O -6.64 -7.04 0.37  -0.3215
61 H -5.37 -6.70 2.81  0.2393
62 H -5.98 -5.03 2.79  -0.0029
63 H -6.22 -5.03 0.37  0.2949
64 O 2.62 4.94 -1.41  -0.4822
65 C 3.30 5.46 -2.25  0.5600
66 O 2.85 6.40 -3.12  -0.3230
67 C 3.98 6.85 -3.85  -0.4809
68 C 4.93 5.70 -3.72  0.2819
69 F 6.21 6.13 -3.70  -0.2823
70 O 4.62 5.17 -2.44  -0.2306
71 H 4.37 7.77 -3.39  0.2812
72 H 3.73 7.06 -4.89  0.2712
73 H 4.80 4.92 -4.48  0.3071
74 O -6.32 5.23 -3.71  -0.5006
75 C -5.57 4.71 -2.94  0.5459
76 O -4.32 5.17 -2.66  -0.3246
77 C -3.82 4.36 -1.61  -0.2673
78 C -4.62 3.11 -1.75  0.3842
79 F -4.82 2.53 -0.54  -0.2891
80 O -5.86 3.58 -2.23  -0.3271
81 H -3.98 4.87 -0.65  0.2242
82 H -2.75 4.19 -1.73  0.2229
83 H -4.20 2.38 -2.45  0.3147

Strongest force on any atom = 6.35 eV/A
SMILES = NCCc1c(CCC(N)=O)cc2c(c1-c1ccccn1)C(=O)NC2=O.O=C1OC[C@@H](F)O1.O=C1OC[C@@H](F)O1.O=C1OC[C@@H](F)O1.O=C1OC[C@@H](F)O1
Kohn-Sham gap = 8.148 eV
HOMO = -9.25 eV
LUMO energy = -1.11 eV



Below is 3 unconnected molecules or ions with the total composition C35H63F3IN7O6S, with properties calculated with wB97M-V/def2-TZVPD.

Last column: Mulliken charge in e.
Cartesian coordinates (Å):
1 C 0.75 1.29 4.32  -1.0429
2 C 1.96 1.51 3.40  -0.4184
3 N 1.89 1.04 2.04  0.2052
4 C 1.53 -0.28 1.68  -0.3007
5 C 2.28 -1.23 2.62  -2.2735
6 C 2.00 -0.51 0.17  -1.1451
7 N 3.16 0.25 -0.18  -0.1234
8 O 2.30 -1.89 -0.04  0.0877
9 C 1.97 -2.47 -1.27  -0.1344
10 C 0.48 -2.63 -1.50  -1.2392
11 I 2.72 -1.33 -2.99  0.1466
12 C 2.66 -3.83 -1.30  1.0349
13 C 3.38 -4.30 -0.21  -0.3383
14 C 3.97 -5.56 -0.28  -0.4545
15 N 3.89 -6.37 -1.32  -0.6555
16 C 3.19 -5.91 -2.36  -0.5115
17 C 2.58 -4.67 -2.41  -0.4351
18 N 0.03 -0.58 1.85  0.6853
19 C -0.33 -2.01 1.82  0.6635
20 C -0.64 -2.55 3.22  -1.3437
21 O 0.21 -3.09 3.85  -0.5643
22 N -1.94 -2.33 3.69  0.6362
23 C -1.98 -2.22 5.15  -1.1056
24 C -2.91 -3.29 3.15  -1.1186
25 S -0.98 0.37 0.99  1.0760
26 O -0.55 1.73 1.03  -0.7576
27 O -1.33 -0.18 -0.29  -0.4461
28 C -2.59 0.39 1.92  0.5926
29 F -3.25 1.42 1.42  -0.2242
30 F -3.29 -0.70 1.68  -0.1092
31 F -2.45 0.58 3.21  -0.2205
32 H -0.17 1.29 3.76  0.0902
33 H 0.83 0.38 4.92  0.2775
34 H 0.69 2.12 5.03  0.4917
35 H 2.10 2.58 3.34  0.3780
36 H 2.85 1.15 3.92  0.1924
37 H 1.65 1.74 1.36  0.3036
38 H 2.28 -2.25 2.28  0.5000
39 H 3.32 -0.90 2.70  0.3772
40 H 1.85 -1.22 3.61  0.4459
41 H 1.21 -0.17 -0.49  1.0564
42 H 2.94 1.21 -0.40  0.1052
43 H 3.88 0.20 0.53  0.2815
44 H 0.34 -3.20 -2.42  0.5361
45 H 0.05 -3.23 -0.70  0.1644
46 H -0.04 -1.69 -1.62  0.3835
47 H 3.49 -3.71 0.68  0.2567
48 H 4.55 -5.91 0.57  0.3870
49 H 3.12 -6.57 -3.22  0.3819
50 H 2.07 -4.37 -3.30  0.3954
51 H 0.48 -2.61 1.44  -0.3182
52 H -1.19 -2.19 1.17  1.1754
53 H -2.90 -1.72 5.44  0.3640
54 H -1.95 -3.19 5.63  0.3867
55 H -1.14 -1.62 5.50  0.2631
56 H -3.78 -2.77 2.75  0.2500
57 H -3.26 -3.94 3.95  0.3847
58 H -2.48 -3.89 2.35  0.4200
59 C -4.95 -1.34 -0.85  -2.0011
60 C -5.52 -1.02 -2.24  2.1016
61 C -6.85 -0.29 -2.11  -1.5095
62 C -7.98 -1.21 -1.62  -0.3758
63 C -8.11 -2.45 -2.50  -1.3529
64 C -6.80 -3.20 -2.72  1.6700
65 N -5.70 -2.25 -3.08  0.5388
66 O -5.72 -1.96 -4.33  -0.6371
67 C -6.43 -4.04 -1.48  -1.6670
68 C -6.97 -4.20 -3.86  -1.8604
69 C -4.48 -0.13 -2.91  -1.8899
70 H -4.64 -0.42 -0.37  0.3584
71 H -5.67 -1.80 -0.17  0.2311
72 H -4.08 -1.99 -0.92  0.5096
73 H -7.13 0.12 -3.09  0.3924
74 H -6.73 0.56 -1.44  0.3576
75 H -7.80 -1.50 -0.58  0.2910
76 H -8.92 -0.66 -1.62  0.4027
77 H -8.84 -3.14 -2.07  0.3851
78 H -8.50 -2.14 -3.47  0.3806
79 H -5.45 -4.49 -1.61  0.3676
80 H -7.16 -4.84 -1.36  0.4806
81 H -6.42 -3.47 -0.55  0.2880
82 H -7.33 -3.72 -4.77  0.3893
83 H -7.70 -4.95 -3.57  0.4174
84 H -6.03 -4.70 -4.09  0.4434
85 H -3.54 -0.66 -3.03  0.4097
86 H -4.30 0.74 -2.28  0.3979
87 H -4.81 0.22 -3.89  0.4334
88 C 3.52 6.46 0.43  -1.9501
89 C 4.23 5.09 0.53  2.1131
90 C 5.59 5.26 1.20  -1.2834
91 C 6.59 5.99 0.30  -0.5239
92 C 6.73 5.30 -1.06  -1.2384
93 C 5.39 5.05 -1.77  1.6432
94 N 4.41 4.44 -0.81  0.5292
95 O 4.61 3.17 -0.70  -0.5974
96 C 4.85 6.34 -2.40  -1.6096
97 C 5.61 4.07 -2.92  -1.9685
98 C 3.30 4.23 1.38  -2.4673
99 H 3.23 6.77 1.43  0.4600
100 H 4.14 7.25 0.03  0.3965
101 H 2.62 6.39 -0.18  0.3745
102 H 5.99 4.28 1.45  0.3639
103 H 5.45 5.81 2.13  0.3831
104 H 6.30 7.04 0.17  0.3219
105 H 7.56 6.02 0.79  0.3926
106 H 7.36 5.90 -1.72  0.3807
107 H 7.23 4.35 -0.91  0.3954
108 H 3.85 6.16 -2.82  0.3828
109 H 5.50 6.64 -3.21  0.4618
110 H 4.78 7.18 -1.72  0.2805
111 H 6.10 3.15 -2.59  0.3783
112 H 6.26 4.55 -3.66  0.4344
113 H 4.67 3.81 -3.40  0.4481
114 H 2.34 4.10 0.88  0.4940
115 H 3.13 4.71 2.34  0.4883
116 H 3.72 3.24 1.58  0.4676

Strongest force on any atom = 1.45 eV/A
<S²> = 2.008
Kohn-Sham gap (spin up / spin down) = 8.583 / 8.726 eV
Spin multiplicity = 3
HOMO (spin up / spin down) = -8.18 / -8.51 eV
LUMO energy (spin up / spin down) = 0.41 / 0.21 eV